A molecular structure, C34H37IN4P2S2Ti in a non-equilibrium geometry. Source: the Open Molecules 2025 dataset; level of theory: wB97M-V/def2-TZVPD.

Properties
net charge: +2
highest occupied orbital energy: -0.4940 Eh
F_max: 2.792 eV/A
gap between HOMO and LUMO: 7.5 eV

Structure (XYZ):
```
81
Properties=species:S:1:pos:R:3:forces:R:3:lowdin_charge:R:1
I 4.0740 2.6259 -4.9834 0.59 0.03 0.75 0.873
Ti 0.8976 0.6228 1.0159 0.60 0.44 0.87 0.565
S -0.4870 0.1268 3.1138 0.40 0.28 0.04 0.448
S 1.9026 -0.4680 -0.8371 0.41 -0.05 0.21 0.501
P -0.0993 -0.8274 -1.0743 0.12 -0.45 -0.28 0.543
P -1.7107 -0.4466 1.6181 -0.87 -0.25 0.89 0.506
N 1.0337 2.4086 -0.1582 1.23 0.49 0.08 -0.068
N 2.5333 -0.3500 2.2179 0.41 0.25 0.82 -0.074
N 1.5565 2.3782 2.4271 -0.53 0.00 -1.16 -0.136
N 4.1360 2.4561 -0.6893 0.31 0.03 -0.03 0.018
C 2.9408 2.0765 2.7160 0.80 -0.12 -0.01 -0.218
C -0.8073 0.7550 -5.3154 0.34 0.81 0.27 -0.049
C 5.4331 2.4972 -0.3318 -0.05 0.48 -0.17 -0.127
C -0.7267 -0.0700 0.2984 -0.14 0.45 -0.87 -0.656
C -0.0959 -0.4184 -5.0603 -1.03 1.20 -1.37 -0.054
C -1.2036 0.9884 -2.9282 0.29 -0.04 -0.69 -0.045
C -1.6509 -2.9895 2.8725 0.02 -0.20 -0.80 -0.078
C -0.7124 -5.2271 -1.5052 -1.56 -1.40 -0.55 -0.063
C -0.4372 -0.1898 -2.7003 -1.75 1.92 -0.39 -0.366
C 3.1370 0.6562 3.2010 -0.74 -0.89 0.85 -0.168
C 3.8489 2.5484 -1.9878 0.74 -0.38 0.34 -0.246
C -3.2628 0.4675 1.5817 1.71 0.18 -1.22 -0.370
C -2.2228 -2.1544 1.8757 0.36 0.15 0.44 -0.334
C -1.4680 -3.0374 -1.8796 -1.20 0.77 -1.19 -0.094
C -1.6792 -4.3868 -2.0703 0.53 -0.78 -0.41 -0.037
C 0.2640 -4.7998 -0.6643 -0.06 1.44 0.11 -0.048
C 0.4885 3.5739 0.5451 -1.80 -0.80 1.70 -0.187
C -4.9050 1.7930 0.5484 0.16 -0.28 -0.67 -0.042
C -3.2871 -2.5775 1.0620 0.74 -1.08 0.71 -0.084
C 6.4669 2.6071 -1.2577 -0.46 0.06 0.47 -0.029
C -2.1134 -4.3019 2.9718 -0.02 0.34 -0.16 -0.072
C 4.8308 2.6278 -2.9864 -1.88 -0.39 -0.29 -0.655
C 1.2619 3.7415 1.8502 1.12 -0.93 -0.60 -0.127
C -5.2778 0.9132 2.7844 0.09 0.46 -0.65 -0.035
C -5.7167 1.6301 1.6793 1.40 -0.58 -0.28 -0.047
C 6.1447 2.5981 -2.6115 0.39 0.09 0.10 -0.104
C -1.3255 1.5037 -4.2763 -0.93 -0.73 1.69 -0.045
C -3.6919 -3.8971 1.1768 -0.90 -0.68 0.24 -0.063
C -0.4096 -2.5696 -1.1159 -0.53 0.15 -0.13 -0.378
C -4.0143 0.3566 2.7114 -0.60 -0.33 1.65 -0.099
C -3.1247 -4.7539 2.1343 -0.46 -0.69 -0.26 -0.052
C 0.3871 -3.4363 -0.4270 0.96 -0.50 0.10 -0.083
C -3.6229 1.2097 0.4516 -1.86 0.05 2.08 -0.050
C 0.0546 -0.8620 -3.8078 0.92 -1.25 1.47 -0.113
H 2.0728 2.5505 -0.2975 -0.95 -0.31 -0.31 0.065
H 0.5347 2.2200 -1.0233 0.36 0.21 -0.25 0.081
H -2.9307 1.3454 -0.3429 0.11 0.02 -0.70 0.060
H 7.4889 2.7503 -0.9201 -0.12 -0.35 -0.10 0.121
H 6.9126 2.5441 -3.3516 0.44 0.23 -0.34 0.110
H 3.4627 2.2260 1.7857 0.56 0.06 -0.41 0.086
H -0.8083 -2.7338 3.5400 -0.68 0.43 -0.63 0.094
H -1.7324 1.4476 -2.0714 0.45 -0.05 -0.68 0.085
H 2.2248 -1.1768 2.7405 -0.17 0.42 -0.06 0.098
H -3.5063 -5.8047 2.2270 0.45 1.18 -0.12 0.133
H 3.2462 -0.7349 1.6069 0.23 0.30 -0.17 0.070
H -3.5695 -0.1397 3.5787 -0.34 -0.10 -0.21 0.118
H -6.6772 2.0505 1.7430 -1.08 0.61 -0.32 0.101
H 0.6895 4.2607 2.5851 -0.30 0.73 0.29 0.125
H -0.8053 -6.2964 -1.6977 0.13 0.21 -0.03 0.123
H -1.9855 2.3601 -4.5333 0.74 -0.54 0.57 0.124
H -4.5549 -4.2677 0.5921 0.71 0.28 0.25 0.125
H 0.5051 4.5388 0.0555 -0.10 -0.09 -0.72 0.129
H 4.1994 0.4579 3.4196 -0.38 0.02 -0.38 0.135
H -5.9477 0.8510 3.6260 0.25 -0.21 0.33 0.119
H 0.2524 -1.0186 -5.8556 0.44 -0.40 -0.83 0.113
H 2.6172 0.5078 4.1888 0.30 0.15 -0.98 0.137
H 1.0354 2.2963 3.2657 -0.73 -0.17 0.90 0.062
H -0.9282 1.1922 -6.2957 0.05 -0.45 -0.29 0.118
H 2.8006 2.4352 -2.1951 -0.25 0.23 -0.62 0.062
H -3.7873 -1.9368 0.3617 -0.01 0.37 -0.19 0.112
H 0.5848 -1.7942 -3.6898 0.15 -0.18 0.26 0.125
H 1.1859 -3.0303 0.1743 0.19 -0.17 0.18 0.087
H 3.3719 2.7399 3.4610 0.06 0.27 0.10 0.142
H -0.5774 3.2670 0.8021 1.02 0.76 -0.38 0.144
H 5.6293 2.4926 0.7397 0.09 -0.05 -0.21 0.105
H -1.6548 -4.9481 3.7066 -0.14 -0.12 0.03 0.112
H -5.3239 2.2976 -0.3161 0.13 0.23 0.14 0.110
H -2.4327 -4.8728 -2.7408 0.55 1.01 0.78 0.138
H 2.2004 4.2907 1.6152 -0.42 -0.43 0.48 0.145
H -2.0866 -2.2861 -2.3962 0.13 -0.52 0.20 0.125
H 0.9551 -5.4806 -0.2734 0.84 -0.87 0.70 0.103
```
Forces are in eV/Å.